Record 1
113
Properties=species:S:1:pos:R:3:forces:R:3 method="wB97M-V/def2-TZVPD" fmax_ev_per_a=17.5 e_above_lowest_kj_mol=172.0 gap_ev=4.8
C 2.321 3.973 -3.518 1.4 -2.7 -1.0
C 2.023 3.033 -2.332 -3.3 0.9 0.6
C 1.675 1.590 -2.712 1.5 -0.1 -0.5
C 2.852 0.705 -3.004 1.0 0.9 -1.7
C 3.711 0.576 -1.837 3.5 2.5 -0.1
C 4.187 2.042 -1.276 0.8 -0.8 0.6
N 3.098 3.124 -1.336 1.3 3.6 1.6
O 3.235 4.215 -0.717 -0.4 -5.0 -2.3
C 5.320 2.586 -2.193 1.7 1.1 3.9
C 4.735 1.946 0.179 0.3 5.9 -1.4
C 0.693 3.626 -1.693 -0.8 1.0 0.3
H 3.380 3.708 -3.812 -1.1 1.4 -0.1
H 1.985 4.954 -3.343 0.7 1.5 0.6
H 1.679 3.670 -4.357 0.2 -0.4 0.3
H 1.010 1.518 -3.569 -0.4 0.6 0.3
H 1.281 1.088 -1.870 -1.3 -0.2 1.1
H 3.530 1.092 -3.742 0.0 0.6 -1.1
H 2.481 -0.177 -3.460 -0.2 -1.3 0.1
H 4.622 -0.079 -1.827 -0.5 0.8 -0.8
H 3.244 0.209 -1.061 -3.1 -2.1 4.1
H 5.604 3.700 -1.929 0.2 -2.4 0.7
H 5.082 2.862 -3.125 -1.3 -0.4 -4.0
H 6.134 1.790 -2.122 -0.8 1.6 -0.2
H 5.231 2.926 0.663 -1.2 -1.8 -1.7
H 5.429 1.264 0.357 3.8 -3.2 -0.7
H 4.158 1.634 0.936 -3.7 -0.8 2.3
H 0.739 4.606 -1.078 0.5 -1.9 -0.7
H 0.103 2.825 -1.184 0.6 0.7 -0.1
H 0.088 3.962 -2.556 0.1 -0.5 0.3
N -0.370 -0.820 -0.109 1.7 2.4 -3.9
O 0.536 -0.015 0.397 -0.8 -2.5 -0.1
O -0.040 -1.812 -0.893 -0.3 1.5 2.9
O -1.512 -0.343 -0.194 -0.3 -1.1 1.0
C -0.596 3.963 3.397 4.8 0.1 2.6
C 0.360 4.530 4.531 1.6 -2.7 -2.1
C 1.720 3.988 4.796 -3.9 -3.3 -4.1
C 2.161 2.699 3.978 -4.0 3.0 -1.9
C 1.342 2.413 2.761 0.5 0.7 3.3
C -0.020 3.050 2.577 1.9 -3.2 -1.9
N 3.464 2.042 4.292 1.9 3.2 1.7
O 4.051 2.493 5.344 -2.0 -1.6 -2.4
O 4.041 1.365 3.473 -0.9 -0.4 0.1
H -1.611 4.138 3.165 -0.9 1.1 0.5
H 0.044 5.418 5.039 -0.1 0.2 0.4
H 2.446 4.308 5.479 0.4 0.8 1.1
H 1.661 1.585 2.093 -0.4 0.7 0.4
H -0.597 2.542 1.676 1.2 1.3 2.0
C 3.181 -1.981 4.067 13.2 -4.6 -10.6
C 4.803 -2.319 4.251 -4.1 -0.2 -6.7
C 5.558 -2.707 2.922 -2.7 2.1 2.0
C 4.901 -2.421 1.518 -2.3 -0.2 5.7
C 3.386 -2.084 1.470 2.4 -0.4 1.7
C 2.683 -1.917 2.761 -0.8 -0.1 -0.4
N 5.780 -2.591 0.404 2.2 -1.3 -2.6
O 7.040 -2.855 0.469 -3.7 1.0 1.1
O 5.236 -2.545 -0.702 0.1 0.4 0.7
H 2.620 -1.671 4.685 -7.0 3.7 9.2
H 5.173 -2.202 5.234 0.9 -0.4 0.6
H 6.629 -3.111 3.064 -1.9 1.0 -0.7
H 2.747 -1.923 0.546 1.3 -0.3 1.1
H 1.529 -1.677 2.839 2.4 -0.5 -1.2
C -2.160 -4.451 -2.390 -1.2 -2.1 -2.6
C -3.255 -5.203 -3.127 3.9 -4.0 3.4
C -3.338 -6.772 -2.970 3.4 2.8 4.0
C -2.392 -7.500 -1.995 0.7 7.2 -1.8
C -1.171 -6.564 -1.528 -3.7 0.5 -2.0
C -1.080 -5.079 -1.728 -4.3 -5.5 -0.9
N -2.491 -8.878 -1.488 -3.2 -0.2 -5.9
O -3.406 -9.664 -2.123 3.5 2.9 3.3
O -1.588 -9.169 -0.801 0.6 -2.0 1.9
H -1.998 -3.402 -2.659 -0.6 -0.1 0.4
H -3.889 -4.691 -3.802 -0.6 0.3 -0.4
H -4.136 -7.372 -3.281 -1.2 -0.4 -0.9
H -0.339 -7.101 -1.179 0.9 -0.4 1.0
H -0.307 -4.555 -1.303 1.8 1.1 0.8
C -5.957 -1.239 -2.636 5.6 3.8 0.6
C -4.542 -1.086 -2.028 -0.5 0.5 -3.3
C -3.650 -0.094 -2.657 -7.8 0.1 -2.0
C -4.231 0.948 -3.709 -3.3 -4.3 4.0
C -5.679 0.866 -4.026 3.4 -1.5 1.6
C -6.471 -0.250 -3.485 2.5 -0.2 -0.1
N -3.454 2.087 -4.049 2.2 1.6 -3.4
O -3.953 2.836 -4.964 1.6 -1.7 3.1
O -2.233 2.175 -3.655 -3.8 0.0 -0.7
H -6.372 -2.123 -2.320 -1.8 -1.6 0.4
H -4.207 -1.951 -1.325 -0.3 2.1 -1.2
H -2.823 0.257 -2.254 4.4 0.6 1.8
H -5.977 1.651 -4.697 -0.8 -0.1 -0.1
H -7.415 -0.549 -3.848 -1.2 0.7 -0.7
C -4.209 3.423 -0.796 -0.3 -1.2 1.9
O -4.693 4.360 -1.370 -0.2 1.1 -0.2
N -4.112 3.264 0.575 -1.1 1.4 1.7
C -3.691 2.014 1.256 3.9 2.4 -3.7
C -4.642 4.360 1.492 4.3 -9.2 5.2
H -3.899 2.535 -1.344 0.5 -0.4 0.0
H -4.319 1.353 0.813 -1.3 -3.1 -0.9
H -3.826 2.035 2.288 0.0 0.4 1.6
H -2.563 1.886 0.875 -2.4 -0.6 1.4
H -5.598 4.272 1.875 -1.9 -1.3 1.2
H -4.746 4.998 0.887 -0.9 10.2 -8.0
H -3.861 4.535 2.250 -0.6 0.2 -0.2
C -0.994 -3.295 1.976 1.7 -3.9 4.9
O -0.350 -4.333 2.241 -0.2 0.7 -2.5
N -1.482 -2.748 3.112 -3.8 5.1 -1.8
C -2.140 -1.328 3.036 -3.7 -2.0 -1.0
C -1.488 -3.198 4.441 1.7 0.1 2.5
H -1.194 -2.879 1.031 -0.2 0.8 -1.2
H -3.003 -1.162 3.803 2.0 -0.7 -0.6
H -2.832 -1.144 2.090 2.2 -0.7 1.3
H -1.405 -0.586 3.122 0.9 1.1 0.1
H -0.679 -2.561 4.994 -1.6 -1.2 -0.3
H -1.302 -4.230 4.651 1.2 -0.8 -0.9
H -2.458 -3.221 4.965 0.0 1.3 -0.5

***

Record 2
21
Properties=species:S:1:pos:R:3:forces:R:3 method="wB97M-V/def2-TZVPD" fmax_ev_per_a=3.0 e_above_lowest_kj_mol=583.8 gap_ev=2.9
S 2.532 0.258 -1.971 0.7 0.1 -0.7
S -1.883 -0.079 2.603 1.4 -0.8 -1.9
C -0.686 -0.679 1.333 -0.2 0.0 3.0
C -1.221 -0.484 -0.113 -0.7 0.2 -1.3
C -1.880 0.881 -0.246 -1.0 1.3 0.4
N -0.196 -0.751 -1.048 0.2 -0.5 1.5
C 0.294 -2.131 -1.026 -0.1 0.2 -1.2
H 3.610 0.186 -2.822 -0.7 0.0 0.6
H -0.579 -1.764 1.391 0.0 0.0 0.3
H 0.269 -0.196 1.508 0.1 0.2 -0.3
H -1.963 -1.300 -0.193 0.0 0.6 -0.2
H -1.336 1.791 -0.550 0.6 -0.8 0.0
H -2.214 1.155 0.785 0.0 -0.1 -0.4
H -2.792 0.886 -0.845 0.2 -0.4 -0.3
H 0.610 -0.130 -1.036 -0.4 0.4 -0.1
H 0.729 -2.288 -2.015 0.0 -0.4 0.2
H -0.538 -2.825 -0.865 0.2 0.1 0.0
H 1.110 -2.271 -0.306 -0.3 0.0 0.1
H 2.067 2.330 -0.545 0.0 -0.2 0.0
H 2.085 2.823 0.909 0.1 0.1 0.1
O 1.540 2.366 0.267 -0.2 0.0 -0.1

***

Record 3
100
Properties=species:S:1:pos:R:3:forces:R:3 method="wB97M-V/def2-TZVPD" total_charge=-1 fmax_ev_per_a=9.0 gap_ev=7.0
C 5.463 -0.673 5.610 -0.1 -0.1 0.3
C 5.934 -0.729 4.084 -1.6 0.1 0.4
C 5.174 0.464 3.295 1.3 -1.7 -0.6
C 5.384 0.136 1.718 2.5 0.4 1.1
N 4.636 -0.975 1.193 -0.2 1.6 0.6
P 3.276 -0.792 0.063 3.8 -0.4 2.7
N 3.661 -2.481 -0.443 0.2 0.5 -0.2
C 4.432 -0.014 -1.272 0.4 -0.2 -2.1
C 5.931 -0.531 -1.370 0.7 -0.3 -0.7
C 6.397 -0.594 -2.921 -0.3 0.3 0.3
C 2.720 0.897 0.787 -0.7 1.1 1.7
C 1.250 1.417 0.636 -0.5 2.0 -0.2
C 0.735 2.403 1.817 -1.4 -0.8 -0.9
C 0.763 1.799 3.272 0.8 0.9 0.9
C -0.828 2.639 1.451 0.2 -0.2 0.3
C -1.759 1.427 1.908 -1.4 -0.2 -0.1
C -2.922 1.101 0.838 -0.1 -2.6 0.8
C -3.413 -0.233 0.883 -0.2 1.7 0.0
C -3.764 -0.836 2.327 2.0 -0.3 -0.6
C -3.585 -1.164 -0.373 -0.6 0.0 0.2
B 2.214 -1.665 1.465 -0.3 -1.3 1.7
O 0.910 -1.386 1.931 0.4 -0.4 -0.2
O 2.922 -2.714 2.219 -1.7 0.1 -1.2
C 2.050 -3.864 2.281 -0.6 -0.2 0.0
C 2.806 -5.259 2.288 -0.8 -0.4 0.1
S 1.710 -0.878 -1.465 -4.8 -6.7 -3.6
O 2.002 -1.954 -2.526 0.9 3.2 1.4
O 0.346 -1.384 -0.984 2.2 2.4 0.4
C 1.348 0.573 -2.564 -2.7 2.4 -3.0
F 1.255 0.223 -3.934 0.5 0.4 2.6
F 0.030 1.015 -2.279 2.4 -0.4 -0.3
F 2.161 1.685 -2.546 -0.9 -1.7 0.4
H 6.241 -0.240 6.313 -0.9 -0.4 -0.9
H 5.158 -1.693 6.025 0.6 1.2 -0.6
H 4.530 -0.024 5.687 1.2 -0.8 0.0
H 5.545 -1.711 3.661 0.6 1.2 0.3
H 7.054 -0.690 3.946 -1.2 0.1 0.2
H 4.099 0.397 3.623 1.1 0.5 -0.5
H 5.707 1.424 3.566 -1.0 -0.8 -0.3
H 6.490 -0.203 1.714 -1.3 0.6 -0.1
H 5.451 1.098 1.096 -0.7 -1.3 0.7
H 5.150 -1.837 1.040 -0.3 0.5 0.2
H 4.206 -2.566 -1.293 -0.6 -0.4 -0.2
H 2.872 -3.119 -0.364 0.4 0.1 -0.7
H 4.006 -0.281 -2.308 0.4 0.4 1.3
H 4.462 1.117 -1.255 -0.2 -1.2 0.2
H 6.653 0.134 -0.784 -1.1 -0.8 -0.8
H 6.106 -1.579 -0.969 -0.5 1.3 -0.3
H 6.167 -1.622 -3.362 0.5 1.3 0.6
H 5.781 0.150 -3.531 1.0 -0.9 0.8
H 7.509 -0.345 -3.011 -1.5 -0.5 -0.1
H 2.788 0.740 1.927 0.3 0.0 -1.5
H 3.417 1.763 0.568 -0.8 -0.9 0.2
H 1.201 2.130 -0.261 0.0 -1.2 1.0
H 0.412 0.683 0.510 1.2 0.2 0.0
H 1.258 3.412 1.702 -0.5 -1.4 0.5
H 1.732 2.087 3.810 -1.2 -0.5 -0.7
H -0.071 2.264 3.894 1.0 -0.5 -0.8
H 0.648 0.680 3.356 0.2 1.2 -0.5
H -1.213 3.574 1.975 0.5 -1.0 -0.9
H -0.897 2.741 0.320 -0.1 0.1 1.4
H -1.188 0.441 1.999 -0.5 1.5 -0.2
H -2.240 1.587 2.934 0.8 0.1 -1.2
H -3.301 1.852 0.088 1.3 -1.1 0.2
H -2.769 -1.103 2.833 -1.3 0.3 -0.4
H -4.349 -1.801 2.262 0.5 1.2 -0.1
H -4.282 -0.064 2.972 0.5 -1.0 -0.9
H -4.561 -1.764 -0.357 1.1 0.9 -0.1
H -3.458 -0.609 -1.361 -0.3 -0.6 1.4
H -2.759 -1.958 -0.375 -0.9 1.2 0.2
H 0.206 -1.954 1.576 0.4 0.5 -0.1
H 1.375 -3.727 3.191 0.8 -0.6 -1.0
H 1.356 -3.869 1.367 0.8 -0.1 1.1
H 2.107 -6.020 1.794 0.9 1.0 0.7
H 3.758 -5.279 1.673 -1.1 0.3 0.9
H 2.959 -5.643 3.351 0.2 0.6 -1.4
C -2.857 2.337 -3.788 0.2 -0.1 0.2
C -4.275 1.792 -3.744 0.3 0.5 -0.5
C -4.892 1.738 -5.133 -0.3 -0.2 -0.1
O -5.079 2.620 -2.900 -0.3 -0.2 0.3
H -2.844 3.359 -4.182 -0.1 -0.1 -0.1
H -2.432 2.380 -2.782 0.0 -0.1 -0.1
H -2.214 1.714 -4.413 0.0 0.1 0.1
H -4.270 0.791 -3.306 -0.1 0.1 0.1
H -4.950 2.739 -5.573 0.2 0.0 0.0
H -5.915 1.354 -5.083 0.1 -0.1 0.0
H -4.310 1.096 -5.799 0.0 0.1 0.0
H -5.091 3.507 -3.279 0.0 -0.1 0.0
C -9.314 1.521 -3.283 -0.2 0.0 -0.2
C -8.707 0.239 -2.735 0.3 0.6 0.3
C -8.883 0.145 -1.227 -0.1 -0.2 0.1
O -7.321 0.195 -3.055 0.0 -0.2 -0.1
H -8.825 2.399 -2.850 0.0 -0.1 0.1
H -9.171 1.581 -4.365 0.0 -0.1 0.1
H -10.384 1.576 -3.068 0.0 0.0 0.0
H -9.178 -0.624 -3.214 0.2 0.0 0.0
H -8.379 0.976 -0.724 -0.1 0.0 -0.1
H -8.433 -0.775 -0.845 -0.1 0.0 -0.1
H -9.940 0.158 -0.950 0.0 0.0 0.0
H -6.893 0.956 -2.635 0.0 0.0 -0.1